Record 1
Molecular formula: C29H48LaNOP3S
Method: DFT, ωB97M-V with the def2-TZVPD basis set

Summary:
E: -73922.97570 eV
Relative energy (zero: lowest compared OMol25 entry of this formula, charge and spin): 50.9 kcal/mol
Highest occupied orbital energy (alpha / beta): -0.5781 / -0.5819 Eh
Net charge: +3
E_LUMO (alpha / beta): -10.898 / -11.837 eV

Element x y z (Å)
La (-0.272, 0.049, -0.270)
P (2.437, 1.084, -0.988)
P (1.067, -0.991, 2.446)
P (0.235, 2.428, 1.867)
H (-7.563, 4.767, -3.009)
C (-6.972, 5.675, -2.843)
C (-6.139, 6.159, -3.775)
H (-6.017, 5.669, -4.747)
C (2.832, 0.583, -2.715)
C (3.994, 0.607, -0.128)
C (2.591, 2.913, -1.093)
C (-0.242, -1.243, 3.720)
C (1.631, -2.725, 2.223)
C (2.444, -0.420, 3.515)
C (-0.321, 4.000, 1.100)
C (1.794, 3.012, 2.645)
C (-0.840, 2.436, 3.361)
H (-7.118, 6.194, -1.888)
H (-5.583, 7.090, -3.612)
H (1.940, 0.748, -3.340)
H (3.072, -0.488, -2.766)
H (3.675, 1.172, -3.108)
H (4.018, -0.483, 0.007)
H (4.032, 1.062, 0.873)
H (4.880, 0.910, -0.702)
H (1.671, 3.328, -1.535)
H (3.446, 3.187, -1.726)
H (2.712, 3.368, -0.100)
H (0.130, -1.914, 4.510)
H (-1.125, -1.701, 3.248)
H (-0.552, -0.284, 4.163)
H (1.622, -3.241, 3.189)
H (2.645, -2.746, 1.806)
H (0.970, -3.241, 1.513)
H (2.196, -0.563, 4.575)
H (2.657, 0.639, 3.346)
H (3.353, -0.982, 3.283)
H (-0.069, 4.823, 1.782)
H (-1.405, 3.977, 0.927)
H (0.177, 4.153, 0.135)
H (1.736, 4.100, 2.797)
H (2.660, 2.788, 2.002)
H (1.943, 2.529, 3.621)
H (-0.897, 3.455, 3.770)
H (-0.441, 1.758, 4.128)
H (-1.846, 2.101, 3.080)
C (-2.552, 2.451, -1.314)
C (-3.717, 2.218, -0.539)
C (-4.674, 3.216, -0.433)
C (-4.524, 4.418, -1.133)
C (-3.444, 4.595, -2.006)
C (-2.472, 3.607, -2.123)
O (-1.529, 1.625, -1.231)
H (-1.628, 0.457, 1.225)
H (-3.797, 1.274, 0.004)
H (-5.553, 3.080, 0.197)
H (-5.286, 5.199, -1.052)
H (-3.365, 5.505, -2.608)
H (-1.605, 3.710, -2.774)
N (0.499, -2.038, -1.110)
S (0.726, -3.404, -2.036)
C (2.266, -4.058, -1.319)
C (2.312, -5.198, -0.511)
C (3.400, -5.399, 0.347)
C (4.468, -4.498, 0.348)
C (4.494, -3.455, -0.586)
C (3.418, -3.266, -1.459)
C (-0.520, -4.593, -1.565)
C (-1.340, -5.093, -2.595)
C (-2.363, -5.989, -2.289)
C (-2.578, -6.372, -0.959)
C (-1.771, -5.861, 0.064)
C (-0.760, -4.942, -0.235)
H (1.378, -1.977, -0.561)
H (1.488, -5.912, -0.522)
H (3.398, -6.253, 1.038)
H (5.278, -4.610, 1.072)
H (5.354, -2.786, -0.624)
H (3.459, -2.503, -2.235)
H (-1.159, -4.756, -3.615)
H (-2.995, -6.387, -3.085)
H (-3.389, -7.059, -0.717)
H (-1.924, -6.177, 1.097)
H (-0.150, -4.511, 0.558)

***

Record 2
Molecular formula: C29H49BrCl38IN2O4PS
Method: DFT, ωB97M-V with the def2-TZVPD basis set

Summary:
E: -616152.85572 eV
Relative energy (zero: lowest compared OMol25 entry of this formula, charge and spin): 0.0 kcal/mol
Highest occupied orbital energy: -0.3220 Eh
Net charge: 0
E_LUMO: -0.496 eV

Element x y z (Å)
C (-3.896, 0.271, 6.508)
C (-3.453, 0.423, 5.406)
C (-3.050, 0.339, 3.990)
Br (-1.577, 1.636, 3.829)
C (-4.266, 0.750, 3.158)
C (-4.057, 0.775, 1.623)
C (-3.449, 2.110, 1.049)
C (-2.215, 1.725, 0.215)
S (-1.038, 3.132, -0.015)
C (0.057, 2.491, -1.243)
N (0.520, 3.020, -2.305)
N (1.309, 2.023, -2.867)
C (1.253, 0.996, -2.137)
O (0.460, 1.215, -1.039)
O (-2.493, -0.918, 3.648)
C (-3.412, -1.929, 3.567)
O (-4.014, -2.369, 4.485)
P (-3.759, -2.754, 1.884)
O (-3.837, -4.395, 2.260)
I (-1.875, -2.462, 0.343)
H (-4.555, 0.298, 7.344)
H (-5.126, 0.111, 3.383)
H (-4.512, 1.770, 3.468)
H (-3.404, -0.051, 1.325)
H (-5.014, 0.607, 1.127)
H (-4.213, 2.528, 0.393)
H (-3.230, 2.799, 1.864)
H (-2.523, 1.434, -0.792)
H (-1.642, 0.915, 0.664)
H (1.730, 0.037, -2.298)
H (-3.634, -4.912, 1.463)
C (-6.857, -4.875, 3.906)
Cl (-7.766, -5.774, 5.129)
Cl (-7.237, -3.151, 3.947)
H (-5.796, -4.999, 4.095)
H (-7.109, -5.264, 2.927)
C (2.862, 3.503, 1.433)
Cl (3.575, 4.890, 0.604)
Cl (1.633, 3.997, 2.600)
H (2.400, 2.856, 0.695)
H (3.646, 2.969, 1.957)
C (-3.521, -6.570, -1.467)
Cl (-3.780, -4.916, -0.906)
Cl (-2.753, -7.544, -0.210)
H (-4.476, -7.015, -1.725)
H (-2.876, -6.546, -2.337)
C (7.215, 6.378, 0.395)
Cl (8.219, 7.596, 1.193)
Cl (7.424, 4.783, 1.121)
H (6.175, 6.670, 0.487)
H (7.497, 6.326, -0.650)
C (3.166, -2.215, -4.292)
Cl (1.680, -2.244, -5.242)
Cl (2.830, -1.946, -2.573)
H (3.678, -3.163, -4.412)
H (3.791, -1.405, -4.646)
C (0.136, -9.559, -0.559)
Cl (1.129, -11.016, -0.413)
Cl (-0.446, -9.331, -2.214)
H (-0.720, -9.653, 0.101)
H (0.728, -8.692, -0.278)
C (-7.914, 2.412, 0.059)
Cl (-7.744, 2.240, 1.811)
Cl (-6.711, 1.446, -0.804)
H (-8.903, 2.078, -0.232)
H (-7.779, 3.454, -0.205)
C (-2.469, -5.009, -5.244)
Cl (-2.638, -3.736, -4.028)
Cl (-1.611, -6.418, -4.604)
H (-3.456, -5.317, -5.567)
H (-1.907, -4.617, -6.084)
C (3.813, -0.127, -7.693)
Cl (3.674, 1.068, -6.401)
Cl (4.776, -1.519, -7.175)
H (2.818, -0.470, -7.954)
H (4.287, 0.329, -8.554)
C (2.264, -5.996, 0.689)
Cl (3.361, -7.199, 1.374)
Cl (0.631, -6.649, 0.487)
H (2.218, -5.142, 1.355)
H (2.639, -5.692, -0.282)
C (-3.992, -1.779, 10.198)
Cl (-2.378, -1.347, 9.635)
Cl (-5.150, -0.464, 9.924)
H (-4.331, -2.655, 9.657)
H (-3.951, -1.988, 11.260)
C (3.072, -4.622, -8.480)
Cl (3.499, -5.535, -7.030)
Cl (1.340, -4.724, -8.832)
H (3.333, -3.581, -8.326)
H (3.622, -5.025, -9.323)
C (5.189, 4.010, -5.100)
Cl (5.407, 5.465, -6.081)
Cl (6.691, 3.537, -4.295)
H (4.435, 4.205, -4.347)
H (4.872, 3.199, -5.746)
C (-0.812, -5.097, 4.362)
Cl (-1.908, -4.089, 3.392)
Cl (-0.538, -4.420, 5.976)
H (-1.260, -6.080, 4.469)
H (0.142, -5.177, 3.851)
C (1.543, -2.207, -11.412)
Cl (0.322, -1.259, -12.263)
Cl (1.828, -1.586, -9.779)
H (1.201, -3.234, -11.335)
H (2.472, -2.162, -11.967)
C (7.484, 11.228, 2.907)
Cl (5.984, 11.180, 1.973)
Cl (7.186, 11.652, 4.599)
H (7.950, 10.250, 2.868)
H (8.149, 11.976, 2.479)
C (0.527, 3.526, -7.724)
Cl (0.723, 3.129, -6.014)
Cl (1.809, 2.812, -8.717)
H (-0.428, 3.144, -8.064)
H (0.560, 4.603, -7.839)
C (10.750, 13.095, 4.430)
Cl (12.301, 12.262, 4.554)
Cl (10.100, 13.020, 2.785)
H (10.042, 12.624, 5.103)
H (10.888, 14.136, 4.701)
C (-6.613, 1.452, 12.617)
Cl (-8.238, 2.147, 12.677)
Cl (-6.289, 0.440, 14.030)
H (-6.526, 0.842, 11.726)
H (-5.888, 2.257, 12.589)

***

Record 3
Molecular formula: C29H49BrN5O7P2Sr
Method: DFT, ωB97M-V with the def2-TZVPD basis set

Summary:
E: -142106.19183 eV
Relative energy (zero: lowest compared OMol25 entry of this formula, charge and spin): 12.2 kcal/mol
Highest occupied orbital energy: -0.3333 Eh
Net charge: +1
E_LUMO: -1.702 eV

Element x y z (Å)
Sr (0.025, 0.239, -0.754)
C (-2.547, -2.762, 1.402)
C (-1.175, -3.139, 0.875)
O (-0.882, -2.577, -0.387)
C (-1.671, -3.036, -1.476)
C (-1.497, -2.023, -2.576)
O (-1.994, -0.756, -2.137)
C (-3.206, -0.293, -2.711)
C (-4.415, -0.746, -1.924)
O (-4.282, -0.238, -0.613)
C (-4.881, -1.009, 0.405)
C (-4.007, -0.920, 1.644)
O (-2.686, -1.353, 1.387)
H (-2.643, -3.139, 2.429)
H (-3.336, -3.239, 0.813)
H (-1.090, -4.232, 0.839)
H (-0.413, -2.747, 1.550)
H (-2.723, -3.108, -1.189)
H (-1.333, -4.025, -1.809)
H (-1.985, -2.339, -3.501)
H (-0.435, -1.879, -2.795)
H (-3.275, -0.609, -3.755)
H (-3.162, 0.798, -2.699)
H (-4.469, -1.840, -1.909)
H (-5.330, -0.373, -2.400)
H (-4.975, -2.049, 0.076)
H (-5.888, -0.646, 0.638)
H (-4.465, -1.491, 2.462)
H (-3.931, 0.122, 1.961)
C (-1.374, -0.469, 4.258)
N (-0.667, 0.774, 3.971)
C (-0.646, 1.722, 5.079)
P (0.548, 0.832, 2.873)
O (0.439, -0.274, 1.893)
O (0.320, 2.341, 2.268)
P (0.659, 2.824, 0.770)
O (1.688, 1.934, 0.187)
N (-0.818, 2.673, -0.089)
C (-1.466, 3.917, -0.541)
C (-1.864, 1.840, 0.583)
N (1.001, 4.415, 0.875)
C (1.742, 4.964, -0.272)
C (1.211, 5.140, 2.124)
N (2.005, 0.974, 3.594)
C (2.916, 2.108, 3.559)
C (2.608, -0.270, 4.070)
H (-0.953, -0.969, 5.137)
H (-1.322, -1.125, 3.396)
H (-2.424, -0.248, 4.462)
H (-0.141, 1.303, 5.955)
H (-1.669, 1.979, 5.356)
H (-0.135, 2.640, 4.792)
H (-0.793, 4.504, -1.160)
H (-1.808, 4.520, 0.303)
H (-2.323, 3.637, -1.153)
H (-1.446, 0.961, 1.078)
H (-2.609, 1.504, -0.139)
H (-2.351, 2.435, 1.360)
H (1.567, 4.371, -1.169)
H (2.816, 4.965, -0.077)
H (1.405, 5.985, -0.454)
H (0.584, 4.732, 2.914)
H (0.929, 6.182, 1.972)
H (2.258, 5.110, 2.435)
H (2.388, 3.017, 3.294)
H (3.721, 1.945, 2.838)
H (3.353, 2.247, 4.550)
H (1.864, -1.065, 4.110)
H (3.012, -0.123, 5.072)
H (3.411, -0.592, 3.403)
Br (1.520, 2.533, -7.465)
C (1.142, 1.737, -5.780)
C (-0.026, 2.060, -5.117)
C (-0.277, 1.457, -3.885)
C (0.582, 0.542, -3.254)
C (1.754, 0.283, -3.984)
C (2.043, 0.846, -5.224)
H (-0.724, 2.763, -5.555)
H (-1.216, 1.747, -3.403)
H (2.498, -0.401, -3.577)
H (2.959, 0.606, -5.749)
N (1.765, -1.850, -1.327)
C (2.536, -2.688, -1.468)
C (3.506, -3.721, -1.694)
C (4.483, -3.534, -2.670)
C (5.416, -4.533, -2.893)
C (5.372, -5.703, -2.148)
C (4.397, -5.885, -1.176)
C (3.459, -4.895, -0.944)
H (4.501, -2.618, -3.244)
H (6.176, -4.398, -3.649)
H (6.103, -6.481, -2.326)
H (4.369, -6.800, -0.600)
H (2.693, -5.022, -0.191)

***

Record 4
Molecular formula: C29H50F4IN3O6S2
Method: DFT, ωB97M-V with the def2-TZVPD basis set

Summary:
E: -88277.10387 eV
SMILES string: CCCN[C@@H](C[C@@H](C)I)O[C@@H]([C@@H](N)CCCNCc1ccccc1O)C(F)(F)C(F)F.O=S1(=O)CCCC1.O=S1(=O)CCCC1
Highest occupied orbital energy: -0.3077 Eh
Net charge: 0
E_LUMO: 0.381 eV

Element x y z (Å)
C (-1.599, -2.922, 2.650)
C (-0.025, -2.860, 2.836)
C (0.742, -2.800, 1.430)
N (-0.179, -2.619, 0.281)
C (0.525, -2.438, -1.000)
C (1.572, -3.551, -1.348)
C (0.969, -4.894, -1.909)
C (2.209, -5.900, -2.091)
I (-0.426, -5.892, -0.587)
O (-0.462, -2.469, -2.067)
C (-1.073, -1.201, -2.281)
C (-0.285, -0.347, -3.370)
N (-0.538, -0.855, -4.733)
C (-0.582, 1.216, -3.256)
C (0.756, 2.002, -3.600)
C (0.811, 3.460, -2.965)
N (1.740, 3.615, -1.832)
C (3.160, 3.399, -2.202)
C (3.831, 2.704, -0.959)
C (4.395, 3.510, 0.135)
C (4.970, 2.836, 1.301)
C (5.015, 1.377, 1.446)
C (4.484, 0.587, 0.346)
C (3.896, 1.240, -0.840)
O (3.387, 0.387, -1.838)
C (-2.587, -1.436, -2.632)
F (-3.121, -0.477, -3.490)
F (-3.340, -1.332, -1.449)
C (-2.947, -2.844, -3.239)
F (-2.945, -3.875, -2.318)
F (-2.170, -3.223, -4.316)
H (-1.911, -1.881, 2.296)
H (-2.095, -3.208, 3.613)
H (-1.900, -3.631, 1.829)
H (0.298, -2.051, 3.531)
H (0.245, -3.832, 3.346)
H (1.224, -3.815, 1.326)
H (1.600, -2.064, 1.456)
H (-0.640, -1.715, 0.462)
H (1.005, -1.414, -1.059)
H (2.275, -3.814, -0.523)
H (2.215, -3.126, -2.178)
H (0.568, -4.739, -2.943)
H (2.989, -5.728, -1.293)
H (2.693, -5.811, -3.095)
H (1.818, -6.935, -1.882)
H (-1.058, -0.566, -1.342)
H (0.810, -0.540, -3.158)
H (0.227, -1.446, -5.047)
H (-0.761, -0.116, -5.395)
H (-1.007, 1.507, -2.261)
H (-1.330, 1.432, -4.065)
H (1.633, 1.396, -3.256)
H (0.839, 2.143, -4.717)
H (-0.222, 3.659, -2.547)
H (0.993, 4.246, -3.741)
H (1.546, 2.925, -1.101)
H (3.664, 4.401, -2.330)
H (3.321, 2.827, -3.151)
H (4.410, 4.621, 0.128)
H (5.382, 3.444, 2.138)
H (5.424, 0.866, 2.342)
H (4.481, -0.525, 0.381)
H (4.120, 0.015, -2.360)
H (-4.006, -2.768, -3.623)
C (1.350, 3.894, 4.359)
C (0.613, 3.706, 3.029)
C (1.142, 2.419, 2.390)
S (1.674, 1.370, 3.741)
O (3.104, 1.201, 3.657)
O (0.775, 0.248, 3.856)
C (1.316, 2.535, 5.048)
H (0.885, 4.666, 4.974)
H (2.386, 4.192, 4.168)
H (-0.460, 3.609, 3.217)
H (0.753, 4.561, 2.365)
H (0.370, 1.906, 1.818)
H (2.009, 2.614, 1.754)
H (2.053, 2.437, 5.843)
H (0.319, 2.311, 5.429)
C (-6.163, 0.130, 2.371)
C (-5.982, 0.256, 0.856)
C (-4.982, 1.387, 0.605)
S (-3.922, 1.449, 2.048)
O (-4.143, 2.702, 2.729)
O (-2.601, 0.988, 1.686)
C (-4.756, 0.157, 2.957)
H (-6.691, -0.785, 2.642)
H (-6.742, 0.979, 2.747)
H (-5.585, -0.682, 0.459)
H (-6.930, 0.450, 0.351)
H (-4.374, 1.198, -0.279)
H (-5.483, 2.351, 0.512)
H (-4.737, 0.382, 4.022)
H (-4.231, -0.780, 2.761)